#a
A single C4H12N2O molecule. Source: the OMol25 dataset; level of theory: ωB97M-V/def2-TZVPD.

Computed properties:
spin multiplicity	1
frontier orbital gap	9.320	eV
SMILES	NCCNCCO

Each line ends with the Mulliken charge.
Element x y z (Å)
N 2.297 1.672 -0.708  -0.509
C 1.988 0.667 0.278  -0.751
C 0.503 0.680 0.635  -0.381
N -0.332 0.485 -0.513  -0.242
C -1.570 -0.224 -0.364  -0.767
C -1.540 -1.618 0.289  -0.326
O -2.828 -2.197 0.288  -0.527
H 2.290 2.604 -0.313  0.188
H 3.165 1.601 -1.219  0.203
H 2.536 0.755 1.216  0.326
H 2.186 -0.323 -0.119  0.424
H 0.370 -0.069 1.430  0.211
H 0.231 1.617 1.146  0.269
H 0.211 0.226 -1.322  0.277
H -2.320 0.370 0.172  0.271
H -2.055 -0.281 -1.352  0.476
H -0.797 -2.246 -0.222  0.257
H -1.208 -1.496 1.310  0.287
H -3.125 -2.222 -0.631  0.315

=====

#b
2 unconnected molecules or ions with the total composition C4H12N2O. Source: the OMol25 dataset; level of theory: ωB97M-V/def2-TZVPD.

Computed properties:
spin multiplicity	1
frontier orbital gap	9.572	eV
SMILES	C=CCO.NCN

Each line ends with the Mulliken charge.
Element x y z (Å)
N 1.281 -1.212 1.108  -0.572
C 1.969 -0.178 1.853  -0.468
N 1.179 0.898 2.454  -0.599
H 0.695 -1.755 1.727  0.227
H 0.690 -0.781 0.405  0.254
H 2.562 -0.598 2.663  0.379
H 2.670 0.310 1.176  0.328
H 0.618 1.346 1.734  0.220
H 0.473 0.544 3.102  0.233
C -1.061 0.918 -1.307  -0.378
O 0.363 1.026 -1.096  -0.534
C -1.276 -0.242 -2.215  -0.063
C -2.102 -1.242 -1.947  -0.733
H -1.415 1.864 -1.717  0.405
H -1.562 0.719 -0.355  0.239
H 0.518 1.913 -0.797  0.280
H -0.720 -0.199 -3.145  0.280
H -2.222 -2.072 -2.626  0.266
H -2.660 -1.260 -1.018  0.236

=====

Among the structures shown above, #a is the most stable, with the second-best lying 0.0127 hartree higher.